Molecular formula: C17H22F2N5O6P2S4
Method: DFT, ωB97M-V/def2-TZVPD

Charge = -1
Gap between HOMO and LUMO = 0.2453 hartree
2S+1 = 1

Geometry (Å):
C -3.21682 -2.51959 -2.55532
P -1.36116 -2.52635 -2.18289
C -0.48254 -1.50192 -3.54966
C -1.04193 -1.52349 -0.57785
C 0.14088 -1.87726 0.38607
C 1.01897 -3.16775 -0.05499
C 0.37592 -4.52102 0.31099
C 1.18001 -5.80342 -0.14477
C 2.50017 -5.40989 -0.89758
C 3.00512 -3.97307 -1.13948
N 2.23788 -2.85347 -0.70446
C 0.46768 -1.03767 1.70940
P 1.95814 -1.57137 2.71645
O 2.33146 -0.55056 4.02877
O 3.39350 -1.64646 1.75344
S 1.63045 -3.38006 3.38315
C -0.47526 0.14276 2.04370
C -0.26904 1.01978 3.36784
C 0.66760 2.31938 3.17770
C 0.94952 2.73788 1.65200
C 2.26530 2.05066 1.01758
N 3.43885 2.08782 1.96263
C -1.67235 0.47862 1.09387
N -2.57939 1.58605 1.41314
S -3.62234 1.50569 0.07042
N -3.12563 0.21550 -0.96511
C -1.98040 -0.31000 -0.23571
H -3.79781 -2.66392 -1.57944
H -3.49162 -1.45774 -2.93590
H -3.52695 -3.25042 -3.37503
H 0.26005 -2.15472 -4.13155
H 0.15864 -0.67617 -3.04791
H -1.23375 -0.94931 -4.22338
H -0.62563 -4.62385 0.86112
H 0.82794 -6.86938 0.03250
H 3.15183 -6.26924 -1.30408
H 3.98077 -3.80246 -1.69949
H 2.49899 -1.17970 4.78037
H 3.93599 -2.37701 2.14106
H -1.32203 1.41970 3.64463
H 0.03542 0.36419 4.27282
H 1.63213 2.21635 3.80854
H 0.10234 3.21255 3.65545
H 1.16801 3.87691 1.66768
H 0.06315 2.60285 0.94367
H 2.56600 2.71743 0.11939
H 2.06980 0.99212 0.59069
H 4.33115 2.04734 1.44240
H 3.32092 1.26130 2.56586
N -2.67595 5.64854 -2.07608
S -3.29721 5.86866 -3.50695
O -4.36198 4.97570 -3.90837
O -2.41106 6.31880 -4.55590
F -4.12507 7.20849 -3.22346
S -1.83354 4.32421 -2.00281
O -1.51487 3.90982 -0.64901
O -0.75479 4.15008 -2.94768
F -2.86543 3.18815 -2.43847

***

Molecular formula: C18H45N3
Method: DFT, ωB97M-V/def2-TZVPD

Energy relative to the best compared isomer or geometry (same formula, charge and spin) = 0.0 kcal per mole
Gap between HOMO and LUMO = 0.3314 hartree
SMILES = CCN(CC)CC.CCN(CC)CC.CCN(CC)CC
2S+1 = 1

Geometry (Å):
C 1.79150 -1.09602 -2.85163
C 2.40175 -1.98178 -1.76157
N 2.40291 -3.40425 -2.12861
C 3.38394 -4.13161 -1.32546
C 3.13527 -4.22719 0.18028
C 1.04208 -3.90491 -1.96527
C 0.87319 -5.31186 -2.47927
H 2.01804 -0.05003 -2.62267
H 0.70597 -1.18184 -2.85434
H 2.23180 -1.30973 -3.82375
H 3.42754 -1.66554 -1.57184
H 1.80981 -1.81535 -0.84588
H 3.51082 -5.14098 -1.72675
H 4.34906 -3.64612 -1.48819
H 3.15573 -3.24419 0.64973
H 2.19139 -4.72011 0.41739
H 3.91024 -4.85646 0.62166
H 0.38200 -3.23035 -2.51282
H 0.70047 -3.87059 -0.91843
H 1.34047 -5.39099 -3.46365
H -0.17641 -5.58732 -2.57715
H 1.36123 -6.03440 -1.82388
C -3.27580 4.20986 1.00259
C -2.14801 4.45601 0.03792
N -0.80872 4.48837 0.64761
C -0.67837 5.49181 1.69681
C -0.87724 4.94293 3.10001
C 0.19833 4.59489 -0.38593
C 0.42047 3.30055 -1.13453
H -3.43334 5.00582 1.72331
H -3.13341 3.25447 1.51502
H -4.20460 4.09679 0.43404
H -2.14152 3.67639 -0.72069
H -2.31068 5.41963 -0.48650
H 0.34096 5.88863 1.64543
H -1.30512 6.38004 1.49483
H -1.87096 4.52183 3.21046
H -0.15642 4.14034 3.24501
H -0.73750 5.74543 3.82247
H 1.14213 4.89521 0.07672
H -0.01969 5.41444 -1.10100
H 1.24962 3.40244 -1.83455
H -0.43789 3.08463 -1.78137
H 0.47978 2.48001 -0.42326
C -1.12905 -2.79597 2.53005
C -1.00245 -2.24029 1.12573
N -1.43357 -0.84840 1.00582
C -0.79364 0.09221 1.92844
C 0.71764 0.25011 1.76515
C -1.44743 -0.39265 -0.36861
C -2.50295 -1.10244 -1.22639
H -0.87355 -3.86021 2.53240
H -2.15365 -2.75249 2.90557
H -0.47863 -2.31189 3.26098
H 0.02778 -2.35615 0.75506
H -1.68838 -2.82473 0.51147
H -1.30141 1.04757 1.77256
H -1.02751 -0.22929 2.94403
H 1.14009 0.82514 2.58871
H 1.20328 -0.73127 1.75373
H 0.98639 0.72989 0.82204
H -0.46316 -0.45485 -0.86940
H -1.72104 0.66771 -0.33748
H -2.72064 -0.49746 -2.10650
H -3.40929 -1.22243 -0.63285
H -2.16964 -2.08102 -1.57281

***

Molecular formula: C27H42N4O5
Method: DFT, ωB97M-V/def2-TZVPD

Energy relative to the best compared isomer or geometry (same formula, charge and spin) = 99.3 kcal per mole
Gap between HOMO and LUMO = 0.2974 hartree
SMILES = COc1cc(/C=C/C(=O)NCC(=O)N2CCC(N(C)CCN3CCOCC3)CC2)ccc1OC(C)C
2S+1 = 1

Geometry (Å):
C -3.35721 -0.72168 -3.67258
H -4.15991 -0.39415 -4.33132
O -3.92782 -0.80250 -2.39158
C -3.13983 -1.21326 -1.35690
C -1.80418 -1.53746 -1.45750
C -1.06282 -1.94302 -0.33631
C -1.71092 -1.99790 0.89373
C -3.05369 -1.68858 1.00716
C -3.79385 -1.30512 -0.10210
O -5.11187 -1.01556 -0.12664
C -5.92077 -1.20534 1.02883
C -5.86688 0.01815 1.94247
H -6.31556 0.87028 1.43749
H -6.41801 -0.17856 2.85832
H -4.83851 0.27046 2.18829
C -7.33761 -1.45166 0.51739
H -7.66634 -0.59919 -0.07059
H -8.01630 -1.59365 1.35360
H -7.36027 -2.33540 -0.11473
H -5.57797 -2.09662 1.57328
H -3.51686 -1.74201 1.97829
H -1.17193 -2.30109 1.77736
C 0.32637 -2.29506 -0.51904
C 1.23756 -2.55705 0.42872
C 2.62425 -2.87950 0.05794
O 2.98609 -3.13860 -1.07922
N 3.49423 -2.85268 1.10364
H 3.16564 -2.57348 2.01497
C 4.92971 -2.90732 0.94508
C 5.49152 -1.50632 1.22105
O 5.89285 -1.23474 2.34060
N 5.45091 -0.59266 0.23200
C 4.98218 -0.76191 -1.12432
H 4.79075 -1.80781 -1.35497
C 3.69430 0.03047 -1.34970
H 3.39985 -0.06821 -2.39525
H 2.90417 -0.40611 -0.73821
C 3.88270 1.51049 -0.98320
N 2.68974 2.33641 -1.12762
C 2.44998 2.75192 -2.49283
H 1.63148 3.46877 -2.50860
H 2.18850 1.91728 -3.16168
H 3.33957 3.24537 -2.88123
C 1.48676 1.81301 -0.50208
H 1.76580 1.15216 0.31866
H 0.88070 1.22989 -1.21403
C 0.64116 2.95982 0.08324
N -0.58882 2.57364 0.73912
C -0.43512 1.70539 1.88948
H 0.34971 2.10165 2.53640
C -1.76622 1.68775 2.64191
H -1.72380 1.01063 3.49706
O -2.81080 1.21907 1.82132
C -2.93024 2.00319 0.65477
H -3.72542 1.54949 0.06156
C -1.61888 2.03774 -0.13066
H -1.73104 2.69008 -0.99866
H -1.38847 1.01464 -0.47325
H -3.21100 3.03084 0.92952
H -1.99433 2.70645 2.98918
H -0.18303 0.66980 1.60035
H 1.25366 3.49664 0.81264
H 0.37363 3.66339 -0.70808
C 4.44973 1.61710 0.43718
H 4.65202 2.66257 0.66896
C 5.73321 0.79457 0.55006
H 6.13125 0.83066 1.56524
H 6.48839 1.17283 -0.14691
H 3.72819 1.24295 1.16456
H 4.63052 1.93746 -1.66299
H 5.76454 -0.39152 -1.79849
H 5.14863 -3.28587 -0.05260
H 5.35458 -3.58112 1.69467
H 1.00691 -2.51028 1.48282
H 0.67348 -2.34772 -1.54499
H -1.30063 -1.48737 -2.41072
H -2.98623 -1.69452 -4.01246
H -2.54208 0.00960 -3.70686

***

Molecular formula: C19H45IN2O2P
Method: DFT, ωB97M-V/def2-TZVPD

Charge = +1
Gap between HOMO and LUMO = 0.2346 hartree
2S+1 = 1

Geometry (Å):
C 1.01615 -0.47262 4.18364
O 2.04123 0.49456 4.33566
C 2.12015 1.44188 3.28255
C 1.79833 2.87185 3.74956
C 0.33359 3.11377 4.22256
C -0.79925 2.50302 3.31050
P -2.22969 2.08444 4.44286
C -3.01092 0.45500 4.08050
C -3.70348 0.48634 2.67247
O -4.60896 1.16897 2.47985
I -2.87905 -0.78213 1.12869
H 1.46070 -1.45609 4.42609
H 0.20690 -0.33395 4.93629
H 0.61252 -0.56184 3.16075
H 1.51965 1.20357 2.38582
H 3.17261 1.45390 2.94173
H 2.43933 3.06120 4.63108
H 2.10821 3.63067 3.01141
H 0.18255 2.80439 5.26972
H 0.17786 4.20787 4.20925
H -1.18149 3.22633 2.57251
H -0.53699 1.55831 2.81021
H -1.76400 2.04407 5.77772
H -3.19822 3.10341 4.31800
H -2.28386 -0.36698 4.15197
H -3.83126 0.29776 4.80545
C -0.93806 -3.66587 -4.63662
C -1.58503 -4.54080 -3.57210
N -2.07580 -3.79084 -2.42636
C -2.43213 -4.63556 -1.29628
C -3.59521 -5.61652 -1.47120
C -3.00600 -2.71394 -2.72119
C -4.29902 -3.06132 -3.46572
H -0.13706 -3.05793 -4.21177
H -0.50388 -4.29499 -5.41542
H -1.65973 -3.00464 -5.11940
H -0.82432 -5.24497 -3.22361
H -2.37665 -5.14222 -4.04050
H -2.63458 -4.00182 -0.42512
H -1.54452 -5.21511 -1.02073
H -4.55895 -5.10914 -1.45388
H -3.60083 -6.33103 -0.64500
H -3.52051 -6.18905 -2.39578
H -2.47498 -1.95545 -3.30420
H -3.26127 -2.20305 -1.78751
H -4.12594 -3.73173 -4.30820
H -4.74643 -2.14859 -3.86608
H -5.03901 -3.51441 -2.80746
C 2.93535 0.01451 -0.71385
C 2.33181 1.32937 -1.18293
N 3.07271 2.50014 -0.74388
C 2.34796 3.74636 -0.94342
C 2.03213 4.17119 -2.38029
C 4.48497 2.53152 -1.09821
C 4.85381 2.44058 -2.58206
H 3.04817 0.00239 0.37291
H 2.28202 -0.81717 -0.98596
H 3.90707 -0.17964 -1.16942
H 1.32105 1.38447 -0.76351
H 2.22059 1.29928 -2.27570
H 2.88931 4.55770 -0.44758
H 1.39688 3.67030 -0.40068
H 2.91493 4.54950 -2.89266
H 1.30130 4.98305 -2.37155
H 1.60857 3.35858 -2.97130
H 4.98518 1.71179 -0.57445
H 4.93760 3.43297 -0.67563
H 4.28696 1.66959 -3.10618
H 5.91114 2.18582 -2.67960
H 4.70784 3.38897 -3.09677

***

Molecular formula: C18H28HgN4O5Ta
Method: DFT, ωB97M-V/def2-TZVPD

Charge = +2
Energy relative to the best compared isomer or geometry (same formula, charge and spin) = 81.3 kcal per mole
Gap between HOMO and LUMO (alpha / beta) = 0.1432 / 0.1417 hartree
<S²> = 0.8146
2S+1 = 2

Geometry (Å):
N 0.39156 -0.70745 -1.71443
C 0.14835 0.20280 -4.42348
O 1.06102 0.24351 -5.08479
Hg 2.73790 -0.93288 -2.31333
Ta -0.08940 -0.34801 0.00321
N 0.73995 -1.89187 1.01090
N -2.11525 -0.60109 0.17427
C 0.52613 -3.32587 0.83673
C -3.14287 -0.90719 -0.82444
C 1.62392 -4.13086 1.51296
C -0.82209 -3.70174 1.44488
C 0.56493 -3.71996 -0.63404
C -3.26024 0.25021 -1.80848
C -4.52430 -1.12394 -0.21824
C -2.78511 -2.16961 -1.59492
H 2.57674 -3.63471 1.31128
H 1.61452 -5.13205 1.07060
H 1.49151 -4.18108 2.59679
H -0.87259 -3.51488 2.52529
H -1.01472 -4.77071 1.32558
H -1.65648 -3.17863 0.96657
H -0.11600 -3.15717 -1.27740
H 0.24632 -4.77663 -0.66846
H 1.57294 -3.60672 -1.04632
H -3.49730 1.19317 -1.30520
H -4.05931 0.05677 -2.53656
H -2.32786 0.37845 -2.36049
H -4.97611 -0.22154 0.19620
H -4.53499 -1.89110 0.55649
H -5.18728 -1.46136 -1.02096
H -3.56990 -2.36001 -2.34390
H -2.72210 -3.04112 -0.93280
H -1.82443 -2.07766 -2.10247
C 1.22884 -1.44997 2.29950
H 1.72866 -0.48427 2.17909
H 0.42808 -1.28109 3.03804
H 1.88072 -2.19695 2.75897
C -2.62694 -0.07774 1.45228
H -1.78795 0.29592 2.04990
H -3.34099 0.75329 1.34247
H -3.12666 -0.85159 2.05339
O 2.66893 0.89667 0.07672
C 1.84120 1.81781 0.19289
O 0.55078 1.53880 0.37041
C 2.24425 3.28056 0.14678
C 1.33343 4.35344 0.11800
C 1.77821 5.67937 0.08976
C 3.16654 5.95386 0.05078
C 4.07949 4.87765 0.01073
C 3.61353 3.56429 0.03366
N 3.63132 7.29732 0.07436
O 2.82279 8.25213 0.11741
O 4.86618 7.50434 0.05400
H 0.26748 4.17706 0.10296
H 1.06001 6.49843 0.12105
H 5.15246 5.07254 -0.01050
H 4.34216 2.76906 -0.04371

***

Molecular formula: C9H36O11
Method: DFT, ωB97M-V/def2-TZVPD

Energy relative to the best compared isomer or geometry (same formula, charge and spin) = 24.6 kcal per mole
Gap between HOMO and LUMO = 0.3826 hartree
SMILES = OCCO.OCCO.CO.CO.CO.CO.CO.O.O
2S+1 = 1

Geometry (Å):
O 1.97572 -2.06116 -1.11209
H 1.95631 -2.76500 -1.76293
H 1.11074 -2.06664 -0.65509
O 2.87485 3.05958 2.40811
H 3.34250 2.18973 2.39017
H 3.18142 3.44692 1.56731
C -0.07856 -0.10453 0.91919
C 0.42263 1.00552 0.10933
O 1.74363 0.75974 -0.39870
O -0.33920 -1.30192 0.13262
H -0.92493 0.23790 1.52843
H 0.68967 -0.36380 1.62988
H 0.61000 1.88855 0.73414
H -0.20235 1.26620 -0.74849
H 1.84865 -0.06963 -0.85744
H -1.19532 -1.29178 -0.32524
C -3.37895 -3.43178 2.51234
C -2.37203 -2.34872 2.42844
O -2.57410 -1.39955 3.51378
O -3.18431 -4.32971 3.57987
H -3.36282 -4.10243 1.62019
H -4.37433 -3.03303 2.64910
H -2.34926 -1.80319 1.47122
H -1.39444 -2.78474 2.55907
H -1.77438 -1.41787 4.05275
H -3.39249 -3.80179 4.35319
C -3.48519 2.44594 -1.41652
O -4.12521 1.43493 -0.69458
H -2.45416 2.15119 -1.74268
H -4.02609 2.73776 -2.31657
H -3.28510 3.32347 -0.79592
H -4.38177 1.71073 0.18172
C 2.80063 -0.86730 3.22073
O 1.50792 -1.39135 3.52394
H 3.39483 -1.16231 4.11482
H 3.33422 -1.20289 2.32511
H 2.68465 0.20977 3.31716
H 1.35586 -2.28742 3.25035
C -3.01384 -0.96261 -2.82531
O -2.72981 -0.75385 -1.42146
H -3.85075 -1.67146 -2.86479
H -3.38284 -0.01993 -3.24070
H -2.17718 -1.36923 -3.39984
H -2.86933 0.12086 -1.05095
C 4.16828 3.00487 -1.71569
O 3.54065 2.88571 -0.45893
H 4.61829 2.04757 -2.08117
H 3.53065 3.41522 -2.54813
H 5.01859 3.66339 -1.56344
H 2.97414 2.10288 -0.42780
C 2.02011 0.60866 -3.72113
O 2.35045 1.21135 -4.94627
H 2.88325 0.31252 -3.13757
H 1.44170 1.25294 -3.06666
H 1.48557 -0.34745 -3.81435
H 1.81282 2.01916 -4.98251

***

Molecular formula: CH8N3
Method: DFT, ωB97M-V/def2-TZVPD

Charge = +2
Energy relative to the best compared isomer or geometry (same formula, charge and spin) = 0.0 kcal per mole
Gap between HOMO and LUMO (alpha / beta) = 0.4386 / 0.1917 hartree
<S²> = 0.7536
2S+1 = 2

Geometry (Å):
N 1.73146 0.80124 -0.89913
H 1.52083 1.81416 -0.83702
H -0.78442 -0.73085 -1.17572
H 1.43765 0.43984 -1.81965
H 2.70399 0.56650 -0.63543
N -0.10619 -0.09865 1.24849
C -1.27171 -0.53438 0.80838
N -1.47902 -0.74958 -0.45667
H 0.73021 0.21151 0.74764
H 0.00462 -0.07376 2.25877
H -2.07179 -0.65428 1.52340
H -2.41563 -0.99173 -0.76305

***

Molecular formula: C25H30O5S6SbTcTe
Method: DFT, ωB97M-V/def2-TZVPD

Charge = +1
Energy relative to the best compared isomer or geometry (same formula, charge and spin) = 18.6 kcal per mole
Gap between HOMO and LUMO (alpha / beta) = 0.2414 / 0.2366 hartree
<S²> = 0.7698
2S+1 = 2

Geometry (Å):
Tc -0.40772 0.41354 0.16663
S -0.03352 3.62042 -3.18367
Sb -1.82062 2.30605 -2.73003
S -2.11894 1.91259 -0.30868
S -0.39310 -0.24569 -2.05977
S -3.49234 1.45653 -3.98400
C 2.61488 -1.15186 -3.06491
Te 1.03483 -2.04986 -1.90800
C 0.52420 -2.86725 -3.82905
C 1.86683 -3.06200 -4.46605
C 2.10091 -4.06283 -5.39385
C 3.35528 -4.19597 -5.96620
C 4.36940 -3.31763 -5.62918
C 4.14156 -2.31735 -4.69847
C 2.89782 -2.19521 -4.10406
H 3.48517 -0.91635 -2.45424
H 2.22203 -0.23055 -3.51436
H -0.08981 -2.15292 -4.38966
H -0.02591 -3.80271 -3.74148
H 1.30659 -4.74540 -5.65810
H 3.53776 -4.98726 -6.67540
H 5.34342 -3.41767 -6.07971
H 4.92800 -1.63041 -4.42880
C -0.28649 -3.33419 1.24545
C -1.24854 -2.25759 1.74705
C -2.48545 -2.92318 2.36129
C -1.67349 -1.30361 0.64727
H -0.00456 -3.99786 2.05935
H 0.62286 -2.88504 0.83597
H -0.76286 -3.93604 0.46972
H -0.74742 -1.68746 2.53892
H -3.03287 -3.47824 1.60340
H -3.14978 -2.17807 2.78764
H -2.19592 -3.61195 3.15038
H -2.65640 -0.89278 0.88219
H -1.76244 -1.86425 -0.28974
S 1.69901 2.54726 -0.26528
C 0.78528 1.90462 0.88988
O 1.73751 -0.77435 0.28941
S 3.11795 -0.50009 0.87810
C 3.78949 -2.19013 1.19358
C 3.50352 -2.53171 2.64679
C 3.68068 -1.22860 3.41632
C 2.84360 -0.20361 2.67420
H 4.85705 -2.12938 0.99697
H 3.32924 -2.86930 0.47744
H 4.17514 -3.31122 3.00640
H 2.47817 -2.88987 2.75657
H 4.73077 -0.93182 3.42075
H 3.35332 -1.32743 4.45076
H 3.11594 0.82417 2.90492
H 1.77915 -0.35983 2.84794
O 0.82691 2.19261 2.20176
C 0.00165 1.37738 2.89826
O -0.67490 0.57262 2.23542
C 0.08193 1.37237 4.33555
C -0.65376 0.40072 5.02568
C -0.57000 0.26915 6.40033
C 0.26425 1.14241 7.06636
O 0.52187 1.22709 8.38547
C 1.38931 2.33364 8.55198
O 1.74534 2.82343 7.27258
C 1.00766 2.11958 6.37677
C 0.94193 2.25887 5.01723
H -1.29632 -0.25704 4.46222
H -1.14261 -0.47089 6.93104
H 2.28841 2.02259 9.09980
H 0.87225 3.12339 9.11793
H 1.49837 3.01943 4.49715